# C14H6Cl56IO2PSi2

A structure of composition C14H6Cl56IO2PSi2 in a non-equilibrium geometry (ωB97M-V/def2-TZVPD, the OMol25 dataset).

Atoms and positions in Å:
Cl1 0.036 3.686 -5.330
Cl2 7.113 -6.543 5.892
C1 1.301 4.316 -4.264
H1 -0.128 3.327 -0.807
Cl3 -2.986 1.390 -10.410
Cl4 2.368 8.796 -5.885
Cl5 -4.698 2.490 -12.469
C2 3.405 -4.052 3.663
Cl6 -5.271 -3.042 8.234
Cl7 1.244 -2.767 -3.311
O1 -0.851 2.769 1.684
Cl8 -2.037 -2.589 -8.723
Cl9 2.809 -1.852 6.934
H2 -0.363 0.238 1.882
Cl10 3.433 -8.175 11.177
C3 -3.231 1.655 -5.565
Cl11 2.735 -0.519 12.443
Cl12 5.501 -8.911 6.301
I1 -3.694 3.909 -1.265
Cl13 -1.522 -2.259 -3.994
H3 1.329 1.567 0.729
Cl14 -0.260 9.463 -6.893
Cl15 5.738 -7.766 3.654
Cl16 2.090 -1.587 9.727
Cl17 2.737 3.679 5.939
Cl18 -4.855 -1.782 5.661
Cl19 1.775 5.941 -4.795
C4 1.266 10.126 -6.283
H4 0.658 4.812 0.883
Cl20 -9.013 4.340 -15.592
H5 0.981 1.731 3.135
C5 1.749 -2.453 8.218
Cl21 0.394 -2.831 -6.081
Cl22 2.004 11.151 -7.525
Cl23 4.380 1.557 7.025
Cl24 -2.121 1.375 -13.172
P1 -2.281 5.221 0.244
Cl25 -6.255 4.760 -16.359
C6 0.159 -2.045 -4.513
C7 2.969 1.924 6.017
Cl26 2.708 3.240 -4.316
Cl27 -4.807 2.307 -5.082
Cl28 -2.303 -4.726 -10.656
Cl29 3.179 -2.297 3.571
Cl30 -2.485 2.747 -6.758
Cl31 2.862 -2.592 14.458
C8 -7.325 4.030 -15.150
Cl32 1.529 1.167 6.716
Cl33 0.676 4.389 -2.602
Cl34 3.230 1.289 4.382
C9 2.222 -0.984 14.075
Cl35 -6.993 4.746 -13.560
Cl36 4.809 -4.415 4.678
C10 6.589 -8.079 5.177
Cl37 1.145 -6.862 9.988
Cl38 -7.045 2.282 -15.091
H6 -2.387 5.419 2.456
Cl39 2.502 -5.645 12.231
Cl40 8.005 -9.096 4.862
Cl41 0.056 -2.189 7.753
Cl42 1.959 -4.794 4.371
Cl43 -2.202 1.500 -4.133
Cl44 2.840 0.193 15.246
Cl45 0.514 -0.317 -4.671
Cl46 -3.456 0.060 -6.303
Si1 0.336 1.538 1.827
Cl47 0.928 -8.043 12.621
Cl48 -1.217 -2.164 -11.454
O2 -3.023 5.203 1.770
C11 -3.519 1.223 -12.092
Cl49 -4.450 -4.632 5.960
C12 2.002 -7.183 11.505
Si2 -0.458 3.928 0.474
Cl50 3.667 -4.703 2.035
Cl51 2.032 -4.184 8.460
Cl52 -4.266 -0.367 -12.317
Cl53 0.953 11.089 -4.829
Cl54 -2.592 -2.774 7.171
C13 -1.308 -3.352 -10.145
Cl55 0.323 -3.920 -9.743
C14 -4.293 -3.057 6.756
Cl56 0.452 -1.019 14.148

Properties
Charge: 0
HOMO-LUMO gap in eV: 8.2
HOMO level in Eh: -0.30758
2S+1: 1
Energy in Eh: -27676.18978